# 1
This record from the Open Molecules 2025 dataset describes C38H34N7OSbSe4Ti as an isolated structure at a distorted geometry. The level of theory is ωB97M-V with the def2-TZVPD basis set.

Output
- Kohn-Sham gap (spin up / spin down): 5.12 / 5.12 eV
- E_tot: -343476.468 eV
- Relative energy (zero: lowest compared OMol25 entry of this formula, charge and spin): 1.6196 eV

Each line ends with the Löwdin charge.
CARTESIAN COORDINATES (ANGSTROEM)
Ti1 -0.187 0.488 0.131  0.649
N1 1.969 2.638 1.815  0.127
C1 2.774 1.651 2.273  -0.273
C2 3.695 1.891 3.283  -0.017
C3 4.549 0.897 3.758  -0.056
C4 4.532 -0.369 3.239  -0.045
C5 3.579 -0.684 2.260  -0.177
C6 3.460 -1.993 1.752  0.017
C7 2.464 -2.322 0.882  -0.028
C8 1.566 -1.315 0.533  -0.176
N2 1.656 -0.066 0.954  -0.024
C9 2.668 0.306 1.795  -0.184
H1 1.430 2.562 0.975  0.018
H2 1.847 3.466 2.366  0.053
H3 3.737 2.887 3.711  0.113
H4 5.246 1.150 4.548  0.114
H5 5.207 -1.139 3.592  0.113
H6 4.164 -2.743 2.094  0.130
H7 2.334 -3.322 0.494  0.116
H8 0.726 -1.581 -0.119  0.100
C10 -12.228 3.262 -4.399  -0.075
O1 -11.822 2.934 -3.080  -0.071
C11 -10.560 2.485 -2.902  -0.282
C12 -10.206 2.173 -1.588  0.014
C13 -8.942 1.712 -1.302  -0.008
C14 -7.996 1.548 -2.320  -0.159
C15 -8.361 1.853 -3.624  -0.028
C16 -9.634 2.323 -3.925  -0.014
C17 -6.658 1.060 -1.975  -0.253
N3 -6.329 0.500 -0.835  0.200
C18 -4.990 0.231 -0.930  -0.154
C19 -4.496 0.629 -2.152  -0.122
N4 -5.579 1.154 -2.816  0.183
C20 -3.139 0.444 -2.539  -0.062
C21 -2.581 0.706 -3.795  0.029
C22 -1.252 0.431 -4.026  -0.014
C23 -0.470 -0.038 -2.977  -0.097
N5 -0.975 -0.293 -1.778  0.016
C24 -2.294 -0.101 -1.554  -0.161
C25 -2.795 -0.539 -0.267  -0.214
N6 -1.876 -1.068 0.574  0.007
C26 -2.294 -1.508 1.748  -0.133
C27 -3.640 -1.440 2.131  -0.039
C28 -4.567 -0.877 1.291  0.040
C29 -4.147 -0.395 0.041  -0.066
H9 -13.258 3.595 -4.323  0.093
H10 -12.178 2.393 -5.058  0.095
H11 -11.618 4.068 -4.812  0.096
H12 -10.945 2.308 -0.809  0.125
H13 -8.660 1.473 -0.283  0.118
H14 -7.665 1.708 -4.444  0.107
H15 -9.888 2.547 -4.952  0.103
H16 -5.576 1.619 -3.706  0.150
H17 -3.194 1.118 -4.589  0.122
H18 -0.797 0.616 -4.990  0.118
H19 0.596 -0.173 -3.096  0.094
H20 -1.538 -1.855 2.439  0.035
H21 -3.914 -1.791 3.115  0.105
H22 -5.605 -0.768 1.584  0.130
C30 3.216 0.150 -3.533  -0.107
N7 3.817 1.073 -2.603  -0.261
C31 4.723 2.012 -3.232  -0.108
C32 2.937 1.535 -1.543  -0.161
C33 1.666 2.312 -1.880  -0.217
C34 1.752 3.326 -2.843  -0.039
C35 0.661 4.107 -3.182  -0.080
C36 -0.540 3.918 -2.514  -0.088
C37 -0.625 2.951 -1.524  -0.166
C38 0.450 2.101 -1.196  -0.214
H23 3.994 -0.327 -4.135  0.087
H24 2.501 0.623 -4.229  0.083
H25 2.697 -0.640 -2.982  0.075
H26 5.587 1.469 -3.625  0.083
H27 5.083 2.731 -2.494  0.092
H28 4.287 2.570 -4.074  0.070
H29 3.540 2.141 -0.859  0.131
H30 2.654 0.653 -0.984  0.084
H31 2.698 3.514 -3.331  0.088
H32 0.758 4.877 -3.939  0.102
H33 -1.399 4.544 -2.733  0.103
H34 -1.557 2.864 -0.987  0.045
Se1 0.440 -0.870 4.095  -0.033
Sb1 -0.763 1.196 4.348  -0.235
Se2 -3.107 1.004 4.785  -0.141
Se3 0.380 3.212 4.862  -0.110
Se4 -1.304 1.870 1.618  0.315

# 2
This record from the Open Molecules 2025 dataset describes C38H35BiOP2 as an isolated structure at a distorted geometry. The level of theory is ωB97M-V with the def2-TZVPD basis set.

Output
- Charge: +2
- Kohn-Sham gap: 7.45 eV
- E_tot: -66421.554 eV

Each line ends with the Löwdin charge.
CARTESIAN COORDINATES (ANGSTROEM)
C1 0.492 -1.619 -4.234  -0.140
C2 -0.520 -2.048 -3.341  -0.361
C3 -1.865 -1.970 -3.745  -0.063
C4 -2.184 -1.584 -5.048  -0.056
C5 -1.179 -1.152 -5.919  -0.053
C6 0.151 -1.136 -5.497  -0.057
P1 -0.129 -2.329 -1.569  0.994
C7 -1.423 -3.460 -1.011  -0.369
C8 -2.540 -2.966 -0.315  -0.092
C9 -3.579 -3.834 0.018  -0.053
C10 -3.500 -5.190 -0.322  -0.041
C11 -2.357 -5.688 -0.956  -0.044
C12 -1.305 -4.831 -1.277  -0.060
Bi1 0.757 0.047 -0.384  1.431
P2 0.177 2.325 -1.660  0.946
C13 -1.172 2.246 -2.877  -0.353
C14 -0.978 2.559 -4.236  -0.058
C15 -2.037 2.411 -5.135  -0.054
C16 -3.262 1.896 -4.711  -0.052
C17 -3.438 1.527 -3.377  -0.055
C18 -2.401 1.696 -2.468  -0.097
C19 -0.186 3.730 -0.570  -0.356
C20 0.715 3.996 0.479  -0.100
C21 0.376 4.926 1.461  -0.061
C22 -0.845 5.605 1.395  -0.042
C23 -1.727 5.351 0.346  -0.045
C24 -1.411 4.408 -0.628  -0.062
C25 1.740 2.752 -2.507  -0.376
C26 2.883 1.953 -2.328  -0.145
C27 4.001 2.137 -3.140  -0.054
C28 4.062 3.263 -3.965  -0.040
C29 3.027 4.204 -3.948  -0.041
C30 1.867 3.961 -3.210  -0.079
C31 1.400 -3.327 -1.571  -0.389
C32 1.857 -4.001 -2.711  -0.093
C33 3.130 -4.570 -2.711  -0.044
C34 3.937 -4.500 -1.571  -0.041
C35 3.442 -3.906 -0.403  -0.057
C36 2.167 -3.344 -0.391  -0.118
H1 1.660 3.446 0.540  0.111
H2 1.062 5.114 2.289  0.120
H3 -1.114 6.319 2.171  0.122
H4 -2.674 5.880 0.284  0.121
H5 -2.121 4.172 -1.416  0.107
H6 0.001 2.908 -4.574  0.101
H7 -1.891 2.684 -6.181  0.121
H8 -4.069 1.756 -5.425  0.121
H9 -4.377 1.091 -3.038  0.122
H10 -2.516 1.365 -1.430  0.084
H11 2.900 1.186 -1.538  0.032
H12 4.838 1.431 -3.088  0.122
H13 4.943 3.429 -4.584  0.122
H14 3.108 5.125 -4.521  0.123
H15 1.084 4.719 -3.132  0.126
H16 1.247 -4.047 -3.611  0.114
H17 3.497 -5.050 -3.616  0.121
H18 4.952 -4.912 -1.589  0.124
H19 4.062 -3.865 0.495  0.119
H20 1.783 -2.861 0.513  0.090
H21 -2.589 -1.904 -0.059  0.082
H22 -4.457 -3.453 0.539  0.118
H23 -4.317 -5.867 -0.070  0.121
H24 -2.276 -6.746 -1.204  0.121
H25 -0.403 -5.217 -1.756  0.109
H26 -2.650 -2.206 -3.017  0.112
H27 -3.224 -1.604 -5.380  0.121
H28 -1.435 -0.807 -6.923  0.122
H29 0.909 -0.730 -6.173  0.121
H30 1.544 -1.629 -3.931  0.107
H31 0.942 0.383 -2.541  0.027
H32 0.840 -0.423 -2.301  -0.084
C37 -0.709 0.876 2.358  -0.070
C38 -1.009 0.503 0.935  -0.625
O1 -2.133 0.373 0.448  -0.053
H33 0.252 0.441 2.676  0.074
H34 -1.498 0.501 3.034  0.109
H35 -0.645 1.974 2.462  0.095

# 3
This record from the Open Molecules 2025 dataset describes C38H35BrF3N10O8SbW as an isolated structure at a distorted geometry. The level of theory is ωB97M-V with the def2-TZVPD basis set.

Output
- Charge: +2
- Kohn-Sham gap (spin up / spin down): 6.05 / 5.53 eV
- E_tot: -157789.791 eV
- Multiplicity: 3
- Relative energy (zero: lowest compared OMol25 entry of this formula, charge and spin): 1.0597 eV

Each line ends with the Löwdin spin population.
CARTESIAN COORDINATES (ANGSTROEM)
W1 -0.134 0.357 1.960  0.002
O1 0.040 -1.308 0.865  0.009
C1 -1.074 -1.673 0.120  0.038
C2 -1.058 -0.890 -1.189  0.016
C3 -1.150 -1.265 -2.513  0.013
C4 -1.236 -0.343 -3.545  0.013
C5 -1.055 1.006 -3.315  0.021
C6 -0.835 1.452 -2.013  0.025
C7 -0.917 0.503 -0.967  0.021
O2 -0.881 1.046 0.302  0.006
N1 -1.639 -0.879 -4.909  0.001
O3 -1.650 -0.111 -5.843  0.001
O4 -2.066 -1.991 -4.934  0.000
H1 -1.000 -2.759 0.024  0.001
H2 -1.186 -2.324 -2.625  0.001
H3 -1.041 1.656 -4.224  0.000
H4 -0.652 2.581 -1.840  0.000
N2 1.213 -3.203 3.188  0.000
N3 2.278 -2.555 3.803  0.000
C8 2.546 -1.290 3.610  0.000
N4 3.353 -0.555 4.287  0.000
N5 1.868 -0.640 2.601  0.001
N6 2.529 -0.212 1.600  0.000
O5 1.808 0.269 0.741  0.005
O6 0.738 1.575 2.745  0.000
H5 0.588 -3.616 3.896  0.000
H6 1.571 -3.855 2.544  0.000
H7 2.677 -3.040 4.589  0.000
H8 3.875 -0.998 5.010  0.000
H9 3.453 0.440 4.218  0.000
C9 -3.197 3.880 6.475  0.000
C10 -3.882 2.536 6.505  0.000
C11 -2.914 1.498 7.152  0.000
C12 -4.444 2.191 5.219  0.000
N7 -3.524 2.250 4.066  0.000
C13 -3.481 3.077 2.997  0.000
N8 -2.647 2.632 2.120  0.000
N9 -2.126 1.559 2.698  0.002
N10 -2.537 1.378 3.886  0.000
H10 -2.952 4.108 7.524  0.000
H11 -3.784 4.576 5.994  0.000
H12 -2.258 3.763 5.946  0.000
H13 -4.767 2.579 7.137  0.000
H14 -2.018 1.439 6.506  0.000
H15 -3.314 0.484 7.214  0.000
H16 -2.602 1.838 8.128  0.000
H17 -5.300 2.838 4.947  0.000
H18 -4.848 1.154 5.190  0.000
H19 -4.147 3.963 2.790  0.000
F1 2.805 5.987 -4.801  0.009
C14 2.578 4.735 -4.515  0.024
C15 1.447 4.070 -5.004  0.005
C16 1.339 2.700 -4.852  0.018
C17 2.198 2.102 -3.892  0.058
C18 3.240 2.811 -3.299  0.024
C19 3.446 4.139 -3.620  -0.003
Sb1 2.056 0.147 -3.170  0.440
C20 1.731 -0.989 -4.849  0.077
C21 1.206 -2.250 -4.761  0.011
C22 0.827 -2.938 -5.923  -0.001
C23 1.044 -2.303 -7.142  0.006
F2 0.639 -2.970 -8.236  0.002
C24 1.629 -1.007 -7.223  0.005
C25 2.004 -0.330 -6.026  0.020
C26 3.918 -0.319 -2.376  0.084
C27 4.431 0.185 -1.172  0.024
C28 5.411 -0.440 -0.451  -0.002
C29 5.890 -1.685 -0.910  0.030
F3 6.914 -2.298 -0.286  0.011
C30 5.366 -2.267 -2.058  -0.001
C31 4.390 -1.606 -2.780  0.033
H20 0.719 4.566 -5.692  0.000
H21 0.666 2.164 -5.508  0.001
H22 3.793 2.321 -2.520  0.001
H23 4.290 4.734 -3.257  0.000
H24 0.973 -2.548 -3.777  0.003
H25 0.329 -3.908 -5.969  0.000
H26 1.730 -0.562 -8.182  0.001
H27 2.531 0.603 -6.058  0.002
H28 3.940 1.092 -0.777  0.001
H29 5.787 -0.170 0.521  0.000
H30 5.672 -3.258 -2.334  0.000
H31 3.980 -2.105 -3.654  0.001
Br1 -5.458 -3.724 -0.932  -0.019
C32 -4.273 -3.095 0.278  0.022
C33 -3.493 -2.056 -0.038  0.197
C34 -2.472 -1.498 0.921  0.055
C35 -2.533 -2.093 2.318  0.225
C36 -3.470 -3.079 2.601  -0.006
C37 -4.291 -3.616 1.595  0.305
C38 -1.737 -1.673 3.538  0.038
O7 -1.933 -2.236 4.598  0.071
O8 -0.842 -0.730 3.392  0.005
H32 -3.442 -1.578 -1.048  0.008
H33 -2.680 -0.388 1.074  0.028
H34 -3.636 -3.308 3.645  -0.005
H35 -4.877 -4.449 1.931  0.017

> What is the formula in the first record?

C38H34N7OSbSe4Ti